Record 1
The following is a DFT calculation (wB97M-V/def2-TZVPD) of one molecule with the formula C6H12O.

energy relative to the best compared isomer or geometry (same formula, charge and spin) = 324.2 kJ/mol
SMILES = C[C@@H]1C[C@H]1CCO
LUMO level = 1.0 eV
gap between HOMO and LUMO = 9.91 eV

Positions of all 19 atoms, in Å:
1 C 2.360 0.799 -0.717
2 C 0.996 0.416 -0.052
3 C -0.150 1.131 -0.663
4 C -0.394 0.897 0.766
5 C -1.566 -0.123 0.937
6 C -1.145 -1.566 0.667
7 O -1.665 -2.035 -0.569
8 H 2.161 0.795 -1.806
9 H 2.825 1.762 -0.499
10 H 3.121 0.017 -0.580
11 H 1.077 -0.629 0.154
12 H -0.063 -1.579 0.621
13 H -0.819 0.701 -1.401
14 H 0.188 2.141 -0.874
15 H -0.372 1.670 1.528
16 H -2.341 0.107 0.182
17 H -2.090 -0.046 1.900
18 H -1.431 -2.222 1.493
19 H -0.928 -2.394 -1.076

***

Record 2
The following is a DFT calculation (wB97M-V/def2-TZVPD) of C18H24CaN2O4S6Sb2 as an isolated structure.

energy relative to the best compared isomer or geometry (same formula, charge and spin) = 97.7 kJ/mol
charge = -2
LUMO level = 4.2 eV
gap between HOMO and LUMO = 6.31 eV

Positions of all 57 atoms, in Å:
1 Ca 0.130 -0.701 -0.762
2 O 3.313 -0.925 -1.789
3 C 2.387 -0.161 -1.573
4 O 1.955 0.191 -0.397
5 C 1.510 0.425 -2.757
6 O 2.053 0.878 -3.750
7 O 0.230 0.403 -2.508
8 C -3.033 1.552 3.084
9 Sb -1.452 1.655 1.618
10 C -2.874 2.181 0.090
11 C -0.849 3.707 2.240
12 C -1.468 4.809 1.434
13 C -2.755 5.252 1.752
14 C -3.419 6.198 0.986
15 C -2.787 6.734 -0.129
16 C -1.492 6.338 -0.435
17 C -0.800 5.393 0.330
18 C 0.607 5.018 -0.039
19 Sb 0.694 3.064 -1.066
20 C 2.709 3.472 -1.696
21 C -0.166 3.862 -2.867
22 H -3.711 2.399 2.955
23 H -2.620 1.558 4.095
24 H -3.581 0.619 2.934
25 H -3.427 3.076 0.377
26 H -3.551 1.330 -0.013
27 H -2.379 2.350 -0.866
28 H 0.237 3.717 2.184
29 H -1.147 3.757 3.289
30 H -3.245 4.824 2.621
31 H -4.423 6.508 1.253
32 H -3.294 7.459 -0.755
33 H -0.985 6.776 -1.291
34 H 1.243 4.885 0.840
35 H 1.066 5.765 -0.689
36 H 2.731 4.458 -2.160
37 H 3.021 2.716 -2.420
38 H 3.373 3.441 -0.832
39 H 0.367 4.771 -3.153
40 H -1.222 4.086 -2.710
41 H -0.060 3.101 -3.643
42 S -4.384 -6.820 -0.822
43 C -3.358 -5.505 -0.729
44 S -1.740 -5.507 -1.279
45 C -1.277 -3.877 -0.823
46 C -2.254 -3.152 -0.227
47 S -2.170 -1.525 0.409
48 S -3.789 -3.991 -0.065
49 S 0.379 -3.404 -1.169
50 N 0.485 -3.378 2.222
51 C 1.321 -2.341 2.409
52 N 2.275 -2.193 1.470
53 S 1.255 -1.360 3.791
54 H 0.366 -3.716 1.269
55 H -0.328 -3.381 2.814
56 H 2.191 -2.674 0.584
57 H 2.770 -1.317 1.453